11
Properties=species:S:1:pos:R:3:forces:R:3 method="wB97M-V/def2-TZVPD" total_energy_ha=-422.906003 gap_ev="9.91 / 8.66" charge=+3 lumo_energy_ev="-16.330 / -18.890" spin_multiplicity=4
O 3.13438 0.04882 0.40434 -0.88 0.36 -0.75
C 2.13537 -0.10870 -0.09049 2.22 -0.70 0.82
C 0.91262 -0.60577 -0.50809 0.21 -0.57 -0.15
C -0.27886 0.23427 -0.62471 -0.39 -1.21 -1.81
C -1.52645 -0.20993 0.06236 -1.17 -1.59 -1.42
H -0.37813 0.86652 -1.50940 0.04 0.22 -0.05
H -2.46826 0.12774 -0.37039 -0.10 0.08 0.20
H -1.51826 -1.12148 0.66071 -0.09 0.09 0.08
H 0.91674 -1.70773 -0.63215 -0.10 0.30 -0.24
Pt -0.21718 1.63312 2.02355 1.85 4.30 7.21
O -0.71197 0.84314 0.58426 -1.60 -1.28 -3.90

18
Properties=species:S:1:pos:R:3:forces:R:3 method="wB97M-V/def2-TZVPD" relative_energy_ev=0.000 total_energy_ha=-2121.211292 gap_ev="2.62 / 7.82" charge=-1 lumo_energy_ev="3.476 / 3.242" spin_multiplicity=3
C 1.34627 0.12982 -1.42951 1.52 2.44 -2.44
C 0.27477 0.27287 -2.39736 2.15 -1.45 -3.93
C -0.63013 -0.85654 -2.20326 1.37 -3.55 -3.79
C -0.21493 -1.44351 -0.93938 1.31 -4.17 -1.36
C 1.06634 -0.85404 -0.58913 -0.52 -3.20 1.69
Ni -0.69038 0.24600 -0.94067 -5.55 8.36 8.08
P -0.68024 1.59521 0.74975 0.29 1.00 1.69
H 2.21175 0.78817 -1.37838 -0.25 -0.08 0.06
H 0.31059 0.87020 -3.29799 0.02 0.21 0.20
H -1.31901 -1.25972 -2.92033 -0.37 0.03 -0.04
H 1.65336 -1.18552 0.24310 0.07 0.15 0.44
H -0.67655 -2.31756 -0.48295 0.26 0.34 0.05
H -1.33460 1.53602 2.02154 0.10 -0.04 -0.55
H -0.69995 3.02363 0.60139 -0.01 -0.38 0.02
H 0.64147 1.46440 1.26360 -0.36 0.24 0.02
O -0.55393 -0.33381 3.73435 -0.05 0.34 -0.20
H 0.22693 -0.44860 4.30434 0.03 -0.10 0.04
H -0.93176 -1.22705 3.66088 0.01 -0.15 0.03

59
Properties=species:S:1:pos:R:3:forces:R:3 method="wB97M-V/def2-TZVPD" relative_energy_ev=2.653 total_energy_ha=-3490.767220 gap_ev="6.32 / 7.14" charge=+1 lumo_energy_ev="-4.809 / -4.023" spin_multiplicity=2
Cr 0.45859 -0.64427 -0.58263 -1.13 1.48 0.64
N 0.86550 0.05290 1.37050 0.35 -0.06 0.03
C 2.31454 0.28144 1.57952 -0.02 -0.05 0.01
C 3.09340 -0.54071 0.57381 -0.01 0.01 -0.03
N 2.57452 -0.30411 -0.80336 0.19 -0.28 0.15
C 2.91422 1.08403 -1.25910 -0.06 0.02 -0.02
C 1.69956 1.99533 -1.19104 0.05 -0.14 0.00
N 0.51949 1.20653 -1.57220 0.09 0.22 -0.52
C 3.09792 -1.34935 -1.74306 -0.04 0.04 -0.04
C 2.04571 -2.39901 -2.06484 -0.04 0.03 -0.01
N 0.75218 -1.72904 -2.38343 0.14 -0.28 0.06
H 0.31075 0.86961 1.63727 0.07 0.01 -0.01
H 0.54658 -0.69894 1.97773 -0.05 -0.02 -0.03
H 2.63388 0.00302 2.58365 -0.05 0.06 0.06
H 2.52484 1.34248 1.45600 0.01 0.01 0.02
H 2.97927 -1.60334 0.79183 0.01 0.00 -0.02
H 4.15885 -0.30340 0.63255 0.04 -0.03 -0.07
H 3.25869 1.03742 -2.29011 0.00 -0.08 -0.01
H 3.74078 1.47765 -0.66532 0.03 -0.01 -0.01
H 1.84905 2.84913 -1.85156 -0.02 0.08 0.05
H 1.52955 2.38014 -0.18612 -0.05 -0.01 0.01
H 0.39720 1.20253 -2.58151 0.05 -0.09 -0.02
H -0.33220 1.64510 -1.16667 0.16 -0.10 -0.01
H 3.98077 -1.83324 -1.32369 0.04 0.03 0.00
H 3.40852 -0.86703 -2.66780 -0.02 0.06 0.00
H 1.87384 -3.06514 -1.21604 -0.05 0.03 0.01
H 2.40476 -3.00759 -2.89490 -0.04 -0.09 0.01
H 0.02573 -2.43632 -2.46759 -0.08 0.07 0.02
H 0.80964 -1.26431 -3.28434 -0.02 0.08 0.01
O -6.36233 2.56385 0.01654 0.03 0.00 0.02
S -5.28423 2.47526 -0.91351 -0.19 0.01 -0.08
O -5.53015 2.12570 -2.27902 -0.01 -0.01 0.02
N -4.11177 1.44331 -0.31307 0.20 -0.06 -0.05
C -3.00710 2.06477 -0.13661 -0.14 -0.16 -0.14
S -1.56376 1.28228 0.45725 0.11 -0.18 0.20
C -3.01309 3.53539 -0.44275 0.06 -0.13 0.12
C -1.99212 4.46421 -0.35435 0.01 0.03 0.01
C -2.27007 5.78536 -0.69098 0.02 -0.05 0.00
C -3.54558 6.16375 -1.09756 0.04 0.01 0.01
C -4.57066 5.22888 -1.18843 -0.06 -0.02 -0.01
C -4.27205 3.92488 -0.85748 0.07 0.06 -0.04
H -1.00971 4.16357 -0.01268 0.00 0.02 0.01
H -1.48662 6.52962 -0.63004 -0.02 0.00 0.02
H -3.74442 7.19829 -1.34392 0.01 -0.01 0.00
H -5.56501 5.51561 -1.50430 0.01 -0.02 0.00
I 2.02159 -6.69998 4.72749 0.02 -0.03 0.02
C 0.98432 -5.41596 3.46598 0.00 0.01 0.00
C -0.39379 -5.54007 3.33212 -0.02 0.02 -0.03
C -1.08397 -4.67458 2.49944 0.00 -0.01 0.03
C -0.40055 -3.69717 1.78321 0.06 0.04 -0.01
C 0.97706 -3.58695 1.92463 0.04 -0.04 -0.01
C 1.67783 -4.43626 2.76676 -0.07 0.04 -0.01
C -1.20406 -2.79921 0.90340 0.04 0.40 -0.21
O -2.39283 -2.77699 0.89021 -0.19 -0.01 -0.07
O -0.46708 -1.99713 0.07327 0.43 -0.85 -0.04
H -0.92638 -6.30922 3.87462 0.01 0.03 0.01
H -2.15852 -4.74261 2.39347 0.02 -0.02 0.00
H 1.50997 -2.82962 1.36587 0.00 -0.03 -0.02
H 2.74896 -4.34049 2.88289 0.00 -0.01 -0.02

28
Properties=species:S:1:pos:R:3:forces:R:3 method="wB97M-V/def2-TZVPD" relative_energy_ev=0.894 total_energy_ha=-569.882328 gap_ev=9.55 charge=+2 lumo_energy_ev=-8.474 spin_multiplicity=1
H 1.53660 -2.33940 0.54191 0.26 -1.19 0.14
N 1.27473 -1.58490 -0.05968 0.46 1.06 0.15
C 2.09565 -1.28515 -0.92938 0.24 0.90 -1.05
C 3.22698 -1.85842 -1.77086 -2.56 -0.07 -0.19
N 1.63998 0.27839 -1.59556 0.82 -0.80 0.06
C 0.61822 1.06842 -0.97056 -2.28 -1.24 -0.83
C -0.77819 0.31082 -1.22391 0.03 0.62 0.29
C -1.88800 0.69339 -0.19628 -0.49 0.54 -1.56
C -1.70080 0.28679 1.23644 -1.63 2.19 1.07
O -0.67787 -0.37656 1.62679 0.96 -1.31 0.09
N -2.49319 0.77502 2.21214 -0.97 -1.05 -2.88
C -2.22184 0.57884 3.59230 0.56 2.23 2.22
N 2.25790 0.68384 -2.54299 1.73 -1.47 -1.02
H 2.10800 1.61080 -2.95563 -0.69 0.26 0.57
H 3.31171 -2.95014 -1.65669 -0.21 0.48 0.16
H 4.16963 -1.38792 -1.68987 0.88 0.71 0.37
H 2.80668 -1.60506 -2.76558 0.68 -0.53 0.06
H 0.67985 2.02045 -1.44989 -0.34 0.76 -0.17
H 0.86757 1.17565 0.04423 0.16 0.00 1.50
H -1.26923 0.69304 -2.18676 1.25 -1.04 0.99
H -0.58407 -0.80948 -1.19024 -0.50 1.57 -0.54
H -2.74765 0.15342 -0.61634 -0.19 0.11 0.43
H -2.15392 1.79843 -0.38056 0.40 -1.54 0.99
H -0.12151 -0.92476 0.97086 -0.72 1.24 0.28
H -3.45256 1.16019 2.03118 1.62 -0.29 -0.56
H -3.04961 0.93490 4.24778 0.29 -0.17 -0.93
H -2.05618 -0.43383 3.89434 0.66 -0.53 -0.11
H -1.39890 1.33323 3.78281 -0.42 -1.45 0.48

18
Properties=species:S:1:pos:R:3:forces:R:3 method="wB97M-V/def2-TZVPD" relative_energy_ev=2.010 total_energy_ha=-272.874781 gap_ev=10.63 charge=0 lumo_energy_ev=0.972 spin_multiplicity=1
C 1.23094 1.02339 1.46672 0.07 -0.02 -0.02
C 0.18277 -0.05426 1.28897 0.08 -0.17 0.05
C -1.25153 0.41265 1.15866 -0.06 -0.06 -0.04
O 0.47805 -1.23104 1.28420 -0.12 0.46 0.01
H 1.16776 1.75551 0.65384 -0.02 -0.12 0.12
H 2.22389 0.57070 1.48421 -0.13 0.07 0.01
H 1.05988 1.56410 2.40552 -0.02 -0.08 -0.13
H -1.32584 1.29054 0.50901 0.04 -0.13 0.10
H -1.62820 0.69975 2.14852 0.09 -0.03 -0.12
H -1.87145 -0.39650 0.76716 0.09 0.11 0.07
H -1.04054 -3.20720 -0.59080 0.01 0.02 0.05
H -0.68758 -2.77136 -0.09824 -0.06 -0.08 -0.06
C 0.00735 -0.56141 -2.11921 0.08 0.19 -0.01
C 0.47917 0.67791 -2.04001 -0.06 -0.17 -0.04
H 0.65301 -1.42641 -1.99418 -0.09 0.14 0.00
H -1.04464 -0.76306 -2.30765 0.15 0.05 0.04
H -0.16622 1.54505 -2.16214 0.08 -0.12 0.00
H 1.53316 0.87163 -1.85460 -0.14 -0.03 -0.03

5
Properties=species:S:1:pos:R:3:forces:R:3 method="wB97M-V/def2-TZVPD" relative_energy_ev=0.086 total_energy_ha=-437.591925 gap_ev=16.04 charge=0 lumo_energy_ev=0.989 spin_multiplicity=1
F 1.28601 0.20006 0.17691 1.05 -0.21 0.23
C 0.02060 -0.02152 -0.00586 -1.30 0.54 0.94
F -0.25370 -0.08252 -1.26977 0.03 -0.99 -1.45
F -0.37330 -1.11824 0.65315 0.37 0.35 -0.54
F -0.67274 1.01505 0.44362 -0.16 0.31 0.82

105
Properties=species:S:1:pos:R:3:forces:R:3 method="wB97M-V/def2-TZVPD" relative_energy_ev=3.998 total_energy_ha=-7866.689906 gap_ev=4.06 charge=-1 lumo_energy_ev=1.931 spin_multiplicity=1
Mg -1.08302 1.68090 -0.44090 -0.81 0.94 -0.30
C -3.49544 0.05757 0.57164 1.51 0.86 -1.53
C -3.38401 1.24388 1.50931 1.03 -0.32 0.03
N -1.96665 1.68537 1.50987 -0.51 -0.47 0.72
C -1.65974 3.07344 1.97832 0.73 0.03 -0.25
C -0.75174 3.66629 0.93233 0.35 0.06 0.45
C 0.56316 4.10308 0.96732 -0.59 -0.03 2.09
C 1.27247 4.57473 -0.12507 0.34 -0.60 -0.86
C 0.63109 4.29848 -1.39639 1.11 0.76 1.04
C -0.65448 3.93422 -1.47505 -0.87 0.61 0.01
C -1.36519 3.56772 -2.69842 -0.78 -1.26 0.16
N -1.48944 2.01057 -2.63811 0.92 1.32 -0.50
C -2.81800 1.49267 -2.91373 -0.15 -1.60 -1.82
C -3.54507 1.16295 -1.61322 -1.67 1.71 0.01
N -2.77442 0.33675 -0.74037 -0.17 -0.24 1.57
N -1.52465 3.70557 -0.32070 0.88 -0.45 -0.26
H -4.51035 -0.20004 0.37597 -1.03 -0.23 -0.14
H -2.99364 -0.79188 0.99712 0.23 -0.43 0.22
H -3.73487 0.86140 2.47054 -0.01 0.39 0.31
H -3.93795 2.11434 1.21603 -0.58 0.31 -0.29
H -1.43812 1.07496 2.11648 0.10 -0.33 -0.07
H -1.21051 2.98015 2.98231 -0.23 0.60 -0.33
H -2.60024 3.63667 1.93577 0.10 -0.06 0.48
H 1.07422 4.16370 1.97792 -0.67 -0.40 -1.10
H 2.34488 4.70125 0.00465 -0.25 0.13 -0.43
H 1.18960 4.37961 -2.32191 0.03 0.02 -0.09
H -0.91377 3.83380 -3.63558 0.66 0.21 -0.29
H -2.36816 4.00069 -2.71170 -0.08 -0.20 0.17
H -0.81402 1.76353 -3.37208 -0.59 -0.49 0.60
H -2.68729 0.52582 -3.53566 -0.27 1.25 0.84
H -3.35148 2.21832 -3.57957 -0.10 -0.68 0.72
H -4.55993 0.71136 -1.75601 0.52 0.46 -0.41
H -3.68212 2.16248 -1.08253 -0.02 -0.89 -0.51
H -2.51364 -0.54369 -1.14523 0.06 -0.48 -0.21
Se 4.71123 0.24286 -0.18659 0.05 0.28 -0.33
P 3.52939 -1.47997 -0.25871 0.12 -0.09 -0.45
C 3.45341 -2.27846 -1.91780 0.62 -0.24 2.05
C 2.45871 -1.91071 -2.77321 -0.93 1.22 -1.25
C 2.41401 -2.50385 -4.02775 -0.28 -0.93 -0.29
C 3.28645 -3.53324 -4.35544 -0.64 0.10 -0.02
C 4.17888 -3.96875 -3.38777 0.83 -0.63 -1.77
C 4.32202 -3.33345 -2.20623 -0.27 0.33 2.03
C 4.20781 -2.66988 0.92457 0.23 -0.43 1.38
C 4.97132 -2.14235 1.99050 -0.01 -0.65 -0.79
C 5.56778 -3.04019 2.87523 0.81 1.67 0.45
C 5.41232 -4.37575 2.79969 0.08 -2.85 0.07
C 4.61864 -4.92573 1.78956 0.11 -0.67 0.88
C 4.01895 -4.06745 0.90880 -0.57 0.27 -0.87
C 1.77855 -1.17782 0.02959 0.79 1.21 0.18
C 0.56727 -1.77728 0.30189 -0.59 -2.40 0.45
N -0.40894 -0.91504 0.10269 -0.14 0.55 -0.12
N 0.19095 0.20405 -0.27648 -0.31 -0.38 0.36
N 1.47106 0.09879 -0.29013 1.04 -0.10 -0.53
P -0.06753 -3.36316 0.92377 0.20 -0.29 0.58
Se -2.14672 -3.64579 0.63485 0.25 -0.02 0.08
C 0.84810 -4.72995 0.12641 -0.79 0.20 0.23
C 1.02840 -5.93859 0.79826 0.58 0.63 -0.89
C 1.59925 -6.99149 0.10254 -0.04 -1.33 0.44
C 1.75633 -6.92686 -1.24506 0.66 1.82 -3.18
C 1.39501 -5.74151 -1.99519 0.74 -0.73 1.96
C 1.03324 -4.60803 -1.24945 -0.09 -0.04 -1.34
C 0.45004 -3.44841 2.68824 0.08 0.98 0.88
C -0.29458 -4.11823 3.65976 0.71 -0.58 -0.44
C 0.18372 -4.30350 4.95548 -0.73 0.66 -0.72
C 1.29373 -3.61038 5.36479 1.22 0.31 0.97
C 2.00158 -2.79465 4.46959 -1.13 -0.79 -0.51
C 1.56562 -2.70724 3.12879 -0.30 -1.00 0.86
H 1.71210 -1.11712 -2.55398 0.73 -0.65 0.12
H 1.59695 -2.33818 -4.71185 -0.06 0.56 -0.10
H 3.17140 -4.04430 -5.32107 0.24 0.21 0.50
H 4.84067 -4.77062 -3.64413 0.21 -0.54 0.04
H 4.93808 -3.74281 -1.37526 -0.10 0.51 -1.07
H 5.18639 -1.07377 2.05114 -0.18 -0.39 -0.06
H 6.29715 -2.69241 3.59490 -0.23 0.40 0.21
H 5.93794 -5.07494 3.49886 -0.48 0.87 -0.60
H 4.44133 -6.02426 1.72369 0.18 1.05 0.00
H 3.38175 -4.54336 0.18073 -0.08 0.26 -0.39
H 0.82730 -5.99981 1.83487 -0.18 -0.11 0.91
H 1.89040 -7.96419 0.51700 -0.21 0.62 0.55
H 2.35616 -7.65461 -1.83457 -0.91 0.06 0.72
H 1.53834 -5.76472 -3.06881 -0.06 0.35 0.11
H 0.87716 -3.60903 -1.73433 0.00 -1.20 0.42
H -1.21590 -4.56787 3.37365 -0.62 -0.38 -0.25
H -0.41079 -4.89430 5.61894 -0.12 -0.24 0.46
H 1.65205 -3.67023 6.43000 -0.41 -0.03 -1.24
H 2.86347 -2.32481 4.89075 0.45 0.63 -0.39
H 2.02345 -2.11035 2.38297 0.81 0.60 -0.13
C -5.23327 4.39455 -1.62251 -1.76 1.34 1.09
C -4.51285 5.61416 -1.09283 -0.19 0.80 0.12
C -5.12024 6.88210 -1.03619 -0.16 -1.00 -0.63
C -4.41889 8.03270 -0.72623 0.23 -0.27 0.28
C -3.08063 7.88916 -0.34477 -1.20 -1.58 -0.36
C -2.49405 6.62607 -0.19311 0.55 0.16 0.33
C -1.16087 6.60859 0.55586 -1.79 0.28 0.93
C -3.20448 5.41744 -0.54074 -0.36 0.89 0.00
N -2.90536 4.10115 -0.35475 0.46 0.25 -0.17
H -4.63868 3.86279 -2.29121 1.32 -1.04 -1.01
H -6.15754 4.63968 -2.20363 0.45 0.08 0.73
H -5.46610 3.73755 -0.77404 -0.17 -0.15 -0.32
H -6.18454 6.95955 -1.28205 0.27 -0.04 -0.15
H -4.95414 8.97246 -0.72658 0.24 0.21 0.01
H -2.52084 8.73221 -0.06337 0.72 1.03 0.34
H -0.78792 7.61383 0.74847 -0.16 0.18 -0.09
H -0.38887 6.07122 0.10136 1.01 -0.64 -0.84
H -1.31966 6.12181 1.54427 0.10 0.31 -0.46

12
Properties=species:S:1:pos:R:3:forces:R:3 method="wB97M-V/def2-TZVPD" relative_energy_ev=1.989 total_energy_ha=-227.681269 gap_ev=10.69 charge=+1 lumo_energy_ev=-3.853 spin_multiplicity=1
C -0.21215 2.07718 -1.34647 1.71 0.04 -0.22
C -1.22866 1.69965 -0.89135 -1.27 0.18 0.42
C 0.08450 -0.76111 0.78797 -3.71 -2.27 -0.81
N 1.24336 -0.24192 0.89083 -0.79 -1.22 -1.28
N -0.45632 -1.28025 -0.31496 1.15 -0.05 -0.23
H 0.77960 2.32965 -1.51823 1.02 0.42 -0.71
H -0.64136 -0.93521 1.65241 1.54 1.00 -0.82
H 1.48593 0.24927 1.64818 0.99 1.94 3.80
H 1.88302 -0.17706 0.16967 1.22 0.00 -2.03
H -1.37961 -1.63584 -0.27250 -0.83 -0.31 0.49
H -0.07730 -1.44920 -1.25875 0.43 0.74 0.95
H -2.16145 1.74470 -0.45076 -1.46 -0.48 0.45